(1)
{
  "formula": "C18H25INO6S2Sc",
  "method": "the ωB97M-V functional and the def2-TZVPD basis",
  "species": ["Sc", "C", "C", "O", "C", "C", "O", "C", "C", "O", "C", "C", "O", "H", "H", "H", "H", "H", "H", "H", "H", "H", "H", "H", "H", "H", "H", "H", "H", "S", "C", "N", "C", "C", "S", "H", "H", "H", "H", "H", "I", "C", "C", "C", "C", "C", "C", "C", "O", "O", "H", "H", "H", "H"],
  "xyz": [[0.6052, -0.5423, -0.4851], [-0.9616, -2.8637, -1.7423], [0.0184, -3.6726, -0.9242], [0.6138, -2.7665, 0.0296], [1.8837, -3.2131, 0.5430], [2.9733, -2.8046, -0.4234], [2.6890, -1.4493, -0.8096], [3.5284, -0.9356, -1.8604], [2.8988, 0.3794, -2.2727], [1.4758, 0.2081, -2.3991], [0.9655, -0.3351, -3.6343], [0.4822, -1.7447, -3.3828], [-0.3091, -1.6546, -2.1909], [-1.7976, -2.5274, -1.1333], [-1.3390, -3.4292, -2.5935], [0.8010, -4.1050, -1.5523], [-0.4871, -4.4786, -0.3915], [1.8762, -4.2925, 0.6942], [2.0052, -2.7273, 1.5075], [2.9815, -3.4247, -1.3245], [3.9544, -2.8667, 0.0499], [3.5483, -1.6549, -2.6841], [4.5461, -0.7899, -1.4961], [3.3219, 0.7596, -3.2016], [3.0327, 1.1319, -1.4952], [1.7341, -0.3101, -4.4062], [0.1391, 0.3071, -3.9339], [1.3118, -2.4429, -3.2362], [-0.1352, -2.0951, -4.2115], [1.8495, 0.0412, 1.7172], [0.7729, 0.9893, 2.6579], [1.0326, 2.2238, 3.0103], [0.1389, 2.8195, 4.0187], [-1.1779, 2.0623, 3.8821], [-0.6996, 0.3970, 3.3103], [1.8990, 2.6615, 2.7277], [0.0162, 3.8833, 3.8296], [0.5872, 2.6813, 5.0035], [-1.8364, 2.5062, 3.1361], [-1.7047, 1.9834, 4.8292], [-5.9674, 4.6036, 2.0844], [-4.4493, 3.3788, 1.3788], [-4.5807, 1.9927, 1.4613], [-3.5699, 1.1761, 0.9931], [-2.4201, 1.7423, 0.4439], [-2.2908, 3.1282, 0.3564], [-3.3047, 3.9456, 0.8216], [-1.3164, 0.8918, 0.0129], [-0.2117, 1.3847, -0.4139], [-1.3760, -0.3891, 0.0861], [-5.4749, 1.5605, 1.8891], [-3.6584, 0.0997, 1.0566], [-1.3983, 3.5552, -0.0817], [-3.2160, 5.0210, 0.7493]],
  "forces_ev_per_angstrom": [[0.025, 0.192, -0.076], [0.020, 0.044, 0.042], [0.006, 0.026, -0.020], [-0.088, -0.030, -0.031], [-0.013, -0.028, 0.083], [0.037, -0.012, -0.057], [0.063, 0.015, -0.093], [-0.114, 0.006, 0.020], [0.072, -0.054, 0.034], [0.141, 0.020, 0.051], [0.003, 0.004, -0.037], [-0.003, -0.024, -0.075], [-0.035, -0.052, 0.086], [-0.004, 0.012, 0.002], [0.015, -0.003, -0.019], [0.011, 0.011, 0.009], [-0.022, -0.003, -0.004], [-0.014, -0.009, -0.017], [0.002, 0.017, -0.003], [0.006, -0.004, -0.005], [0.006, 0.008, 0.013], [-0.012, -0.020, 0.009], [0.005, 0.021, 0.011], [0.003, -0.002, -0.004], [-0.001, 0.017, -0.001], [0.011, 0.008, 0.003], [-0.012, 0.003, 0.014], [-0.007, -0.002, 0.018], [0.002, 0.002, -0.007], [0.024, 0.017, -0.015], [0.015, -0.007, -0.079], [-0.123, 0.073, 0.113], [0.074, -0.025, -0.080], [0.036, 0.028, 0.039], [-0.054, -0.005, 0.003], [-0.001, 0.011, 0.008], [0.010, -0.001, -0.024], [-0.004, -0.005, 0.022], [0.007, -0.023, -0.027], [0.017, -0.015, 0.003], [0.017, -0.016, -0.002], [0.059, -0.063, -0.030], [-0.110, 0.021, 0.055], [0.038, -0.032, -0.007], [0.038, 0.031, 0.027], [-0.007, 0.027, -0.016], [-0.019, 0.067, 0.005], [0.159, 0.045, -0.038], [-0.199, -0.163, 0.018], [-0.083, -0.118, 0.085], [0.006, -0.004, -0.008], [-0.013, 0.003, 0.003], [-0.005, 0.004, 0.005], [0.014, -0.010, -0.007]],
  "charge": 2,
  "orbital_gap_ev": 7.8,
  "e_lumo_ev": -5.49,
  "e_homo_ev": -13.30,
  "relative_energy_kcal_mol": 0.00
}

(2)
{
  "formula": "C18H25N2Re",
  "method": "the ωB97M-V functional and the def2-TZVPD basis",
  "species": ["C", "C", "C", "C", "H", "H", "H", "H", "H", "H", "H", "H", "H", "C", "C", "C", "H", "C", "C", "H", "H", "H", "H", "C", "C", "C", "H", "C", "C", "H", "H", "H", "H", "Re", "C", "N", "C", "C", "N", "C", "H", "H", "H", "H", "H", "H"],
  "xyz": [[2.3795, -2.3193, -3.1765], [2.3278, -3.5542, -2.3789], [1.4809, -2.1644, -4.3306], [3.5416, -1.4284, -3.0359], [1.8814, -2.6733, -5.2257], [1.3497, -1.1084, -4.6070], [0.4942, -2.6091, -4.1372], [2.9031, -4.3653, -2.8599], [1.2989, -3.9202, -2.2637], [2.7654, -3.4033, -1.3821], [4.3823, -1.7566, -3.6726], [3.9130, -1.4201, -2.0019], [3.3010, -0.3999, -3.3350], [-2.2573, -0.7853, 0.4928], [-2.0926, -0.6348, -0.9208], [-0.8924, -1.3291, -1.2935], [-2.7805, -0.1121, -1.5784], [-0.2941, -1.8966, -0.1165], [-1.1342, -1.5528, 0.9939], [-0.9641, -1.8623, 2.0156], [-3.1057, -0.4397, 1.0704], [-0.5694, -1.5393, -2.3086], [0.6073, -2.5056, -0.0772], [1.3478, 1.8952, 0.0094], [0.1366, 2.5048, -0.4572], [-0.3454, 1.7424, -1.5723], [-0.3223, 3.4091, -0.0663], [0.6093, 0.6862, -1.8198], [1.6328, 0.7533, -0.8047], [2.4982, 0.1030, -0.7306], [1.9637, 2.2252, 0.8358], [-1.2170, 1.9851, -2.1733], [0.6762, 0.0753, -2.7151], [-0.3900, 0.2405, 0.0527], [-2.1247, 0.9530, 5.4644], [-1.3687, 1.1989, 4.2410], [-0.4979, 2.2639, 4.0130], [-0.0208, 2.1110, 2.7458], [-0.5934, 0.9716, 2.1720], [-1.3799, 0.4346, 3.1307], [-1.9470, 1.7907, 6.1472], [-3.2009, 0.8756, 5.2542], [-1.7950, 0.0183, 5.9388], [-0.3092, 3.0249, 4.7479], [0.6744, 2.7610, 2.2392], [-1.9645, -0.4791, 3.0952]],
  "forces_ev_per_angstrom": [[-0.253, 0.259, 0.347], [-0.023, -0.438, 0.310], [-0.347, 0.055, -0.432], [0.413, 0.331, 0.058], [-0.115, 0.083, 0.045], [0.013, -0.188, -0.035], [0.144, 0.054, -0.116], [-0.090, 0.014, 0.130], [0.156, -0.033, -0.018], [-0.057, -0.109, -0.163], [-0.038, 0.099, 0.089], [0.023, 0.023, -0.205], [0.113, -0.110, 0.019], [-0.234, -1.490, 0.190], [-0.732, -0.474, 0.542], [-0.409, -1.008, -0.440], [0.219, -0.164, 0.149], [-0.015, -0.461, 0.507], [-1.160, -0.873, -0.247], [0.016, -0.048, -0.180], [0.172, 0.126, -0.118], [-0.022, 0.243, 0.324], [-0.350, 0.201, -0.043], [-0.330, 0.920, -0.378], [1.179, -0.071, 0.179], [0.514, 0.491, -0.155], [0.034, -0.323, -0.010], [0.917, 1.252, -0.496], [-0.333, 0.023, -0.106], [-0.203, 0.240, -0.081], [-0.063, -0.055, -0.204], [0.317, -0.053, 0.128], [-0.196, 0.053, 0.437], [0.719, 0.161, -1.495], [-0.145, -0.182, 0.298], [0.586, 0.345, -0.497], [-0.416, -0.700, -0.310], [-0.725, -0.389, 0.485], [0.021, 0.736, 1.861], [0.546, 1.108, -0.048], [-0.097, -0.285, -0.165], [0.383, 0.130, -0.006], [-0.026, 0.341, -0.123], [-0.036, -0.031, 0.099], [-0.248, -0.213, 0.024], [0.176, 0.410, -0.147]],
  "charge": 1,
  "orbital_gap_ev": [6.7, 7.3],
  "e_lumo_ev": [-2.03, -4.09],
  "e_homo_ev": [-8.72, -11.40],
  "multiplicity": 4,
  "relative_energy_kcal_mol": 0.00
}

(3)
{
  "formula": "C18H25N3O3",
  "method": "the ωB97M-V functional and the def2-TZVPD basis",
  "species": ["C", "C", "C", "O", "C", "C", "C", "C", "C", "C", "O", "C", "H", "H", "H", "H", "C", "N", "N", "C", "O", "C", "N", "C", "C", "C", "C", "C", "H", "H", "H", "H", "H", "H", "H", "H", "H", "H", "H", "H", "H", "H", "H", "H", "H", "H", "H", "H", "H"],
  "xyz": [[-3.0889, -4.8682, -0.4463], [-3.1232, -4.9920, 0.8662], [-3.8293, -4.0495, 1.8017], [-4.3434, -2.8846, 1.1995], [-3.4855, -1.9092, 0.8084], [-2.1028, -1.9552, 0.9187], [-1.3239, -0.8927, 0.5006], [-1.9130, 0.2443, -0.0420], [-3.3079, 0.2963, -0.1617], [-4.0955, -0.7583, 0.2527], [-5.4545, -0.8019, 0.1747], [-6.1285, 0.3059, -0.3669], [-5.9571, 1.2118, 0.2244], [-5.8347, 0.4893, -1.4060], [-7.1863, 0.0503, -0.3332], [-3.7581, 1.1805, -0.5855], [-1.1179, 1.3639, -0.4851], [0.1538, 1.3545, -0.4035], [0.8521, 2.4164, -0.8272], [2.2187, 2.4746, -0.7755], [2.7958, 3.4622, -1.1752], [2.8615, 1.2227, -0.1934], [4.3014, 1.2003, -0.1307], [4.8686, 2.1993, 0.7599], [6.3430, 1.8852, 0.9977], [7.0923, 1.8807, -0.3300], [6.4244, 0.8869, -1.2735], [4.9470, 1.2351, -1.4324], [4.4586, 0.4971, -2.0753], [4.8534, 2.2239, -1.9074], [6.9097, 0.8992, -2.2511], [6.5078, -0.1191, -0.8584], [8.1400, 1.6148, -0.1756], [7.0568, 2.8799, -0.7704], [6.7694, 2.6255, 1.6771], [6.4244, 0.9012, 1.4629], [4.3234, 2.1605, 1.7074], [4.7728, 3.2151, 0.3466], [2.5205, 0.3708, -0.7903], [2.4618, 1.0891, 0.8170], [0.3637, 3.2310, -1.2128], [-1.6564, 2.2278, -0.8968], [-0.2507, -0.9321, 0.5869], [-1.6208, -2.8317, 1.3209], [-4.7105, -4.5547, 2.2153], [-3.1674, -3.7924, 2.6422], [-2.6412, -5.8215, 1.3663], [-2.5755, -5.5790, -1.0698], [-3.5739, -4.0484, -0.9491]],
  "forces_ev_per_angstrom": [[0.006, -0.037, -0.070], [-0.184, 0.172, 0.176], [0.080, -0.226, 0.161], [-0.056, 0.124, -0.191], [-0.062, 0.340, -0.097], [-0.244, -0.142, 0.102], [-0.120, 0.381, -0.151], [-0.332, -0.823, 0.333], [0.137, 0.031, -0.006], [-0.105, -0.358, 0.134], [0.315, -0.238, 0.131], [-0.094, 0.190, -0.091], [0.006, -0.031, -0.030], [-0.001, 0.001, 0.044], [0.063, 0.066, -0.024], [-0.102, 0.083, -0.040], [0.581, 0.749, -0.293], [-0.358, -0.655, 0.264], [-0.580, 0.994, -0.464], [-0.069, -0.192, 0.069], [0.142, 0.041, -0.007], [0.309, -0.114, 0.060], [-0.257, 0.226, -0.106], [0.235, -0.027, 0.294], [-0.079, 0.238, -0.074], [-0.010, -0.257, 0.112], [-0.075, 0.213, -0.131], [0.249, -0.230, -0.162], [-0.015, 0.051, -0.020], [-0.036, -0.077, -0.006], [0.011, -0.047, -0.028], [0.016, -0.075, -0.033], [0.026, 0.070, -0.030], [0.053, 0.068, -0.028], [0.007, -0.011, 0.054], [0.012, -0.026, 0.079], [-0.016, 0.049, -0.025], [-0.038, -0.049, 0.059], [-0.048, 0.041, 0.124], [-0.045, -0.070, -0.109], [0.265, -0.250, 0.126], [0.096, -0.010, 0.008], [0.125, -0.051, 0.029], [0.001, -0.083, 0.027], [0.180, 0.084, 0.026], [-0.099, 0.004, -0.084], [0.096, -0.147, -0.009], [0.108, -0.185, -0.059], [-0.096, 0.194, -0.043]],
  "orbital_gap_ev": 8.3,
  "e_lumo_ev": 0.48,
  "e_homo_ev": -7.84,
  "smiles": "C=CCOc1ccc(/C=N/NC(=O)CN2CCCCC2)cc1OC",
  "relative_energy_kcal_mol": 101.63
}

(4)
{
  "formula": "C18H25N4OPd",
  "method": "the ωB97M-V functional and the def2-TZVPD basis",
  "species": ["Pd", "C", "C", "C", "C", "N", "C", "C", "H", "H", "H", "H", "H", "H", "H", "C", "C", "C", "C", "O", "H", "H", "H", "H", "H", "H", "H", "H", "H", "N", "C", "N", "C", "N", "C", "C", "C", "C", "C", "C", "H", "H", "H", "H", "H", "H", "H", "H", "H"],
  "xyz": [[0.5883, -1.1562, -0.0011], [6.0166, 2.7023, -0.3732], [4.8961, 1.7009, -0.3482], [4.0474, 1.5283, -1.4330], [3.0257, 0.5916, -1.3604], [2.8201, -0.1581, -0.2851], [3.6222, 0.0034, 0.7658], [4.6661, 0.9117, 0.7748], [6.0471, 3.2372, -1.3216], [6.9797, 2.2100, -0.2273], [5.8995, 3.4341, 0.4277], [4.1720, 2.1211, -2.3307], [2.3256, 0.4291, -2.1735], [3.3972, -0.6130, 1.6282], [5.2889, 1.0083, 1.6559], [-0.0673, -0.8077, -4.1614], [-0.6499, -0.8995, -2.7464], [-1.7551, 0.1482, -2.5949], [-1.2291, -2.2984, -2.5222], [0.4235, -0.6512, -1.8799], [-0.8305, -0.9949, -4.9209], [0.7346, -1.5393, -4.2790], [0.3487, 0.1894, -4.3212], [-2.5379, -0.0007, -3.3453], [-1.3325, 1.1480, -2.7207], [-2.1924, 0.0900, -1.6007], [-2.0275, -2.5229, -3.2359], [-1.6339, -2.3670, -1.5104], [-0.4401, -3.0466, -2.6302], [1.1437, -1.7016, 1.8849], [0.9737, -2.2441, 2.9037], [0.9469, -2.8880, 4.0138], [0.1300, -2.5322, 4.9875], [-0.5421, -2.3022, 5.9036], [-4.0582, 1.3708, 0.7564], [-3.3732, 0.4109, 1.7385], [-4.3216, -0.7520, 2.0589], [-3.0367, 1.1593, 3.0350], [-2.1367, -0.1153, 1.1365], [-1.1210, -0.5444, 0.6382], [-4.9769, 1.7722, 1.1945], [-4.3105, 0.8550, -0.1713], [-3.3952, 2.2013, 0.5099], [-5.2349, -0.3783, 2.5313], [-3.8414, -1.4595, 2.7351], [-4.5927, -1.2849, 1.1461], [-3.9498, 1.5428, 3.5002], [-2.3700, 1.9977, 2.8284], [-2.5368, 0.4945, 3.7398]],
  "forces_ev_per_angstrom": [[0.784, 0.907, 0.162], [0.000, 0.001, 0.001], [0.002, 0.013, -0.015], [0.018, -0.031, 0.079], [0.030, 0.050, -0.147], [-0.129, -0.460, 0.036], [0.061, 0.045, 0.012], [-0.024, -0.001, -0.016], [0.000, 0.000, -0.002], [0.001, 0.000, 0.001], [0.000, 0.001, 0.002], [-0.003, -0.004, -0.006], [-0.025, -0.019, 0.043], [0.000, 0.003, -0.010], [-0.001, -0.007, 0.003], [0.001, -0.034, 0.015], [0.050, -0.104, -0.025], [0.042, 0.041, 0.004], [-0.032, 0.017, 0.043], [-0.238, 0.057, -0.107], [-0.007, 0.008, -0.013], [0.003, -0.004, -0.001], [0.003, 0.007, -0.013], [-0.009, 0.010, 0.008], [0.005, -0.004, -0.016], [-0.011, -0.012, 0.043], [0.003, 0.008, -0.014], [0.007, -0.002, -0.020], [0.000, 0.003, 0.001], [-0.337, -0.107, -0.102], [0.148, 0.150, 0.012], [-0.030, -0.105, -0.048], [0.015, 0.022, 0.049], [-0.032, 0.010, 0.033], [0.002, -0.003, 0.013], [0.005, 0.012, 0.002], [0.000, -0.006, -0.010], [0.009, -0.012, -0.002], [-0.045, 0.018, -0.011], [-0.254, -0.479, 0.000], [-0.005, 0.002, 0.001], [-0.002, -0.005, -0.006], [0.001, 0.004, 0.002], [-0.008, 0.001, 0.000], [-0.001, 0.007, 0.011], [0.005, -0.005, -0.001], [-0.003, 0.005, 0.001], [0.004, 0.000, -0.001], [-0.002, 0.001, 0.007]],
  "charge": -1,
  "orbital_gap_ev": 7.6,
  "e_lumo_ev": 2.58,
  "e_homo_ev": -5.04,
  "relative_energy_kcal_mol": 15.10
}

(5)
{
  "formula": "C18H25NO",
  "method": "the ωB97M-V functional and the def2-TZVPD basis",
  "species": ["C", "C", "O", "N", "C", "C", "C", "C", "C", "C", "C", "C", "C", "H", "H", "H", "H", "C", "H", "H", "C", "C", "C", "C", "C", "C", "H", "H", "H", "H", "H", "H", "H", "H", "H", "H", "H", "H", "H", "H", "H", "H", "H", "H", "H"],
  "xyz": [[-1.6913, 2.5443, 0.5110], [-1.8367, 1.0428, 0.3156], [-2.7748, 0.4694, 0.8366], [-0.8856, 0.4424, -0.4456], [0.1766, 1.2459, -1.0235], [1.2870, 1.5918, -0.0633], [1.8244, 2.8750, -0.1054], [2.8679, 3.2454, 0.7191], [3.3926, 2.3191, 1.6039], [2.8683, 1.0429, 1.6442], [1.8141, 0.6540, 0.8202], [1.3070, -0.7619, 0.9822], [0.4175, -0.8308, 2.2291], [-0.4739, -0.2212, 2.1182], [0.9693, -0.4608, 3.0914], [0.1247, -1.8591, 2.4288], [2.1962, -1.3698, 1.2022], [0.6918, -1.4114, -0.2717], [1.3803, -1.2267, -1.1006], [0.6978, -2.4866, -0.0977], [-0.7419, -1.0090, -0.6921], [-0.9592, -1.2593, -2.2045], [-0.8902, -2.7359, -2.5851], [-1.9425, -3.5380, -1.8325], [-1.7614, -3.3384, -0.3342], [-1.8097, -1.8541, 0.0260], [-2.7898, -1.4769, -0.2623], [-1.7298, -1.7432, 1.1031], [-2.5635, -3.8446, 0.2064], [-0.8220, -3.7946, -0.0154], [-2.9370, -3.1945, -2.1256], [-1.8635, -4.5967, -2.0882], [0.1029, -3.1302, -2.3613], [-1.0474, -2.8314, -3.6622], [-1.9467, -0.8699, -2.4644], [-0.2256, -0.7212, -2.8077], [3.2889, 0.3201, 2.3295], [4.2096, 2.5897, 2.2560], [3.2680, 4.2471, 0.6721], [1.4126, 3.5934, -0.8010], [0.6171, 0.6994, -1.8586], [-0.2412, 2.1633, -1.4446], [-0.7088, 2.8055, 0.8945], [-1.8688, 3.0780, -0.4205], [-2.4499, 2.8473, 1.2286]],
  "forces_ev_per_angstrom": [[-0.180, -0.094, 0.154], [-0.262, 0.515, 0.139], [-0.181, -0.021, 0.192], [0.163, -0.169, -0.233], [0.170, 0.190, -0.048], [0.098, 0.072, -0.093], [0.012, -0.051, -0.017], [0.034, 0.080, -0.013], [0.061, 0.035, 0.047], [-0.016, 0.043, -0.033], [0.130, -0.015, -0.018], [-0.158, -0.113, 0.068], [0.164, -0.082, -0.074], [-0.129, 0.013, 0.042], [0.019, 0.011, 0.074], [-0.105, -0.105, 0.070], [-0.102, 0.098, -0.050], [0.024, 0.025, 0.091], [0.023, -0.087, -0.084], [0.074, -0.027, -0.098], [-0.124, -0.210, -0.218], [0.207, -0.121, 0.020], [-0.249, 0.065, -0.060], [0.283, -0.144, 0.081], [-0.079, 0.101, -0.166], [-0.020, -0.178, 0.165], [0.051, -0.017, 0.092], [-0.103, 0.064, -0.011], [0.054, -0.012, 0.071], [0.012, -0.097, 0.045], [-0.082, -0.008, -0.033], [-0.082, -0.012, -0.037], [0.083, -0.053, -0.046], [0.102, -0.014, -0.002], [-0.034, 0.059, 0.006], [-0.017, 0.087, 0.040], [0.034, -0.104, 0.074], [0.072, 0.020, 0.057], [0.033, 0.088, -0.001], [-0.076, 0.077, -0.064], [-0.164, 0.066, 0.034], [0.125, -0.100, -0.007], [0.068, 0.102, -0.034], [0.055, 0.082, -0.084], [0.014, -0.060, -0.035]],
  "orbital_gap_ev": 9.6,
  "e_lumo_ev": 0.77,
  "e_homo_ev": -8.86,
  "smiles": "CC(=O)N1Cc2ccccc2[C@@H](C)CC12CCCCC2",
  "relative_energy_kcal_mol": 9.49
}

> What is the formula in the second record?

C18H25N2Re